Entry 1:
A structure of composition C6H5As4Cu2F32NaO4Pt2 at a distorted geometry. Source: the Open Molecules 2025 dataset; level of theory: ωB97M-V with the def2-TZVPD basis set.

Calculated values
spin multiplicity = 6
highest occupied orbital energy (alpha / beta) = -18.97 / -18.97 eV
frontier orbital gap (alpha / beta) = 6.13 / 3.42 eV
strongest force on any atom = 7.79 eV/A
charge = +3

XYZ file:
```
56
Properties=species:S:1:pos:R:3:lowdin_spin:R:1
Na -0.9054 3.3165 -3.4457 0.000
Pt 0.9627 4.4668 1.3869 1.711
Pt -2.2949 0.9837 0.4866 1.485
Cu 5.2154 0.8907 -0.0080 0.001
Cu 1.1792 -1.0402 2.2028 0.819
As 0.4008 6.4381 -1.2944 0.001
F -0.6583 7.7161 -1.9190 0.001
F 1.2761 6.3594 -2.8253 0.006
F 1.3542 5.1143 -0.5803 0.085
F -0.5244 6.3397 0.2939 0.035
F -0.6781 5.0894 -1.8755 0.001
F 1.5204 7.6134 -0.5358 0.000
As 3.4731 2.2797 3.2750 0.004
F 2.3097 3.4698 2.5551 0.073
F 4.0851 1.8466 1.6290 0.001
F 4.7313 1.1451 4.0452 0.000
F 2.8092 2.7533 4.8811 0.007
F 2.2085 0.9803 3.0660 0.002
F 4.6995 3.6182 3.3569 0.003
As 1.5112 1.2800 -0.7760 0.008
F 0.9088 2.3782 -2.0557 0.004
F 1.5468 2.7328 0.2894 0.054
F 1.9599 0.1723 0.5549 0.005
F 1.5035 -0.1231 -1.9090 0.001
F 3.2709 1.5016 -1.0437 0.007
F -0.2293 0.9864 -0.2285 0.029
As 4.0655 -2.4928 1.8603 -0.006
F 3.7251 -3.9995 2.7753 0.002
F 5.6634 -2.2192 2.6621 0.015
F 4.4308 -0.9547 0.9969 -0.002
F 2.4883 -2.5766 1.0199 0.040
F 3.2679 -1.5535 3.1897 0.108
F 4.7259 -3.3790 0.4725 0.009
O -2.4551 -2.7945 1.7997 0.019
C -2.3469 -1.5164 1.4740 0.026
O -1.2798 -0.8781 1.4966 0.193
O -3.3363 -0.8878 1.1062 0.246
H -3.3969 -2.8876 1.6387 0.002
C -2.9275 -2.2191 -2.5815 0.000
C -1.4929 -1.8684 -2.2231 0.000
C -0.7419 -3.1489 -1.6869 0.000
F -0.5545 -4.0988 -2.6013 0.000
F 0.4453 -2.9082 -1.1246 0.000
F -0.8660 -1.3745 -3.3012 0.000
F -1.5797 -0.9417 -1.3079 0.003
O -3.5921 -3.1244 -1.7160 0.000
C -4.9994 -3.0062 -1.5363 0.000
C -5.4246 -4.0137 -0.4899 0.000
F -4.7556 -3.9443 0.6033 0.000
F -6.7345 -3.9496 -0.2178 0.000
F -5.3555 -1.7991 -1.0722 0.000
F -5.6127 -3.1434 -2.6748 0.000
H -2.8553 -2.7038 -3.5551 0.000
H -3.4999 -1.3122 -2.7768 0.000
H -1.3829 -3.5798 -0.9179 0.000
H -5.2582 -5.0332 -0.8378 0.000
```

Entry 2:
An isolated molecule of C5H11N. Source: the Open Molecules 2025 dataset; level of theory: ωB97M-V with the def2-TZVPD basis set.

Calculated values
highest occupied orbital energy = -8.66 eV
frontier orbital gap = 9.85 eV
strongest force on any atom = 0.65 eV/A
energy above the lowest of the compared OMol25 structures with the same formula, charge and spin = 173.8 kJ/mol
SMILES string = C[C@@H]1[C@H](C)N1C

XYZ file:
```
17
Properties=species:S:1:pos:R:3:mulliken_charge:R:1
C 2.1228 -0.2227 -0.0529 -1.342
C 0.7333 -0.5364 -0.5435 0.307
C -0.3783 0.5356 -0.6398 -0.284
C -0.6227 1.8807 0.0698 -1.098
N -0.3847 -0.5118 0.3243 -0.110
C -1.4222 -1.4601 0.5956 -0.905
H 2.6313 -1.0750 0.4171 0.313
H 2.7277 0.1002 -0.9093 0.312
H 2.0636 0.5957 0.6665 0.303
H 0.7248 -1.3407 -1.3040 0.373
H -0.8847 0.4625 -1.6102 0.370
H -1.2797 1.6558 0.9236 0.255
H -1.1680 2.6030 -0.5482 0.325
H 0.2596 2.3717 0.4916 0.270
H -2.3520 -0.8908 0.7233 0.291
H -1.1813 -1.9233 1.5571 0.310
H -1.5894 -2.2444 -0.1609 0.311
```